A structure of composition C34H19Br2Cl5F3NOPSc, computed with the ωB97M-V functional and the def2-TZVPD basis.

Charge = 0
Spin multiplicity = 1
Energy above the lowest of the compared OMol25 structures with the same formula, charge and spin = 23.2 kJ/mol
Orbital gap = 7.7 eV
HOMO level = -8.20 eV
Energy = -10287.8345 Eh

Cartesian coordinates (Å):
Sc 0.12901 -0.66914 2.06066
Cl 0.66207 -3.99914 0.65361
C 2.11492 -3.06344 0.85588
C 2.01995 -1.81887 1.46256
C 3.20856 -1.11046 1.53854
Cl 3.11755 0.53566 2.13828
C 4.43442 -1.58359 1.09432
Cl 5.86314 -0.63578 1.22816
C 4.47793 -2.83861 0.49082
Cl 5.96457 -3.44064 -0.12852
C 3.30599 -3.58158 0.36041
Cl 3.35660 -5.10045 -0.44525
Br -3.33366 -4.26808 1.67705
C -3.68178 -2.41563 1.65836
C -5.02028 -1.97038 1.61379
C -5.30786 -0.63424 1.54480
Br -7.11608 -0.08187 1.47718
C -4.27098 0.33860 1.53922
C -4.46374 1.73657 1.51435
C -3.37699 2.56445 1.56312
C -2.09147 2.00170 1.61976
N -1.87489 0.70868 1.61521
C -2.94512 -0.12906 1.59150
C -2.63221 -1.52189 1.62900
O -1.37178 -1.86285 1.63384
H -5.81381 -2.70356 1.62594
H -5.46742 2.13587 1.47130
H -3.48782 3.63920 1.55858
H -1.21813 2.64598 1.66342
F -0.06270 -1.45116 4.22252
C 0.95498 -0.58940 4.73164
F 0.20719 0.83241 3.39300
F 0.41089 -0.11645 5.78229
C -3.42158 -0.36869 -2.55550
C -2.90913 0.91967 -2.54441
C -1.66866 1.17400 -1.97809
C -0.92448 0.13851 -1.41798
C -1.46297 -1.14870 -1.40683
C -2.69550 -1.40221 -1.98305
P 0.63138 0.40233 -0.50171
C 1.94347 -0.34063 -1.52843
C 3.22359 0.21362 -1.52892
C 4.24694 -0.39384 -2.23800
C 4.01108 -1.56792 -2.93723
C 2.74471 -2.13115 -2.93018
C 1.71485 -1.52258 -2.23060
C 0.97562 2.17883 -0.61100
C 1.03415 2.93311 0.55277
C 1.30121 4.29171 0.49451
C 1.52133 4.90318 -0.72745
C 1.47604 4.15557 -1.89959
C 1.20506 2.79914 -1.84221
H -4.39191 -0.56388 -2.99365
H -3.47831 1.73470 -2.97335
H -1.30032 2.18879 -1.95530
H -0.94562 -1.95804 -0.90331
H -3.09902 -2.40683 -1.95926
H 3.42958 1.11904 -0.97324
H 5.23602 0.04695 -2.22970
H 4.81722 -2.05203 -3.47377
H 2.55597 -3.05660 -3.46043
H 0.73319 -1.97274 -2.24387
H 0.87971 2.45945 1.51627
H 1.35000 4.86775 1.40986
H 1.73655 5.96316 -0.77147
H 1.65451 4.62921 -2.85620
H 1.18426 2.21427 -2.75403

***

A cluster of 13 separate species, BF4H24O12 in total in a non-equilibrium geometry, computed with the ωB97M-V functional and the def2-TZVPD basis.

Charge = -1
Spin multiplicity = 1
Energy above the lowest of the compared OMol25 structures with the same formula, charge and spin = 185.1 kJ/mol
Orbital gap = 8.4 eV
HOMO level = -6.29 eV
Energy = -1341.9152 Eh

Cartesian coordinates (Å):
B -1.02921 24.04859 12.21335
F -1.65658 25.22247 12.62822
F 0.15013 24.41354 11.59425
F -0.72203 23.18415 13.21947
F -1.78029 23.41144 11.22986
O -4.29514 24.71277 12.07928
H -3.57287 25.06714 12.58339
H -4.12784 24.85683 11.15639
O 2.59977 24.63410 10.42961
H 1.87558 24.60552 11.00916
H 3.00470 23.74520 10.32980
O -2.52361 21.67899 14.49614
H -1.67312 22.06262 14.21437
H -2.46465 21.47433 15.41757
O -0.11682 22.68953 16.28583
H -0.85035 22.26040 16.67504
H -0.38300 23.41530 15.81192
O -1.80774 20.49358 11.65693
H -2.52028 19.98440 12.05642
H -1.89049 21.38106 12.00719
O 0.42014 22.06369 9.69198
H -0.36729 21.69690 9.30655
H 0.07259 22.83435 10.13965
O -4.14975 22.54994 10.15970
H -4.76414 21.81961 10.27483
H -3.66048 22.53206 10.94086
O -1.93246 21.99814 8.53288
H -1.80691 22.64472 7.83660
H -2.67650 22.32123 9.10988
O 1.93568 22.67393 13.49469
H 1.98575 22.32424 14.39756
H 1.00767 22.94234 13.46018
O 0.21982 25.06491 8.39058
H 0.81206 25.41739 9.00318
H -0.59035 25.44393 8.72402
O 0.10925 20.50968 14.46724
H 0.13039 21.24518 15.08534
H -0.61450 19.96714 14.77765
O -1.86245 26.58039 9.62924
H -1.89110 26.29023 10.54979
H -2.74985 26.28125 9.34672

***

An isolated molecule of C25H41F10N2O7PS in a non-equilibrium geometry, computed with the ωB97M-V functional and the def2-TZVPD basis.

Charge = 0
Spin multiplicity = 1
Orbital gap = 9.3 eV
HOMO level = -8.84 eV
SMILES = CCC[C@](F)(COCOCCO)O[C@](CCCCC(F)(F)C(F)(F)S(F)(F)(F)(F)F)(C[C@@H]1CO1)[C@](CC=O)(NP(C)CC)OC#N
Energy = -3351.4048 Eh

Cartesian coordinates (Å):
C -0.69395 1.31008 3.38724
C -0.21567 0.08609 4.17554
C -0.23186 -1.24947 3.42783
C 0.68544 -1.38692 2.20328
F 1.00145 -2.74700 2.11246
C 2.04793 -0.71095 2.46368
O 2.02597 0.67597 2.23783
C 2.71464 1.13119 1.12254
O 4.05482 0.72197 1.19364
C 4.96451 1.51328 0.45185
C 4.56072 1.88268 -0.96566
O 3.99684 3.18892 -1.09913
O 0.23276 -0.89466 0.98904
C -0.70543 -1.56689 0.12058
C -1.70455 -0.46321 -0.25502
C -2.71073 -0.05588 0.82160
C -3.01759 1.43530 0.73392
C -3.62393 1.78238 -0.62491
C -4.38480 3.09500 -0.72030
F -5.40793 2.91541 -1.62160
F -4.97168 3.46440 0.44106
C -3.64337 4.32500 -1.33414
F -3.27190 3.97844 -2.57258
F -4.50479 5.33893 -1.41887
S -2.08525 4.95263 -0.44802
F -1.34740 3.61198 -0.87004
F -2.54758 4.27800 0.90575
F -2.78427 6.29404 0.00247
F -1.60354 5.65719 -1.77929
F -0.76115 5.41413 0.26694
C -1.35845 -2.80837 0.71106
C -2.74017 -3.19124 0.12847
C -3.85620 -3.43156 1.05237
O -3.13453 -4.50730 0.39037
C 0.13819 -1.91391 -1.17694
C -0.68579 -2.62755 -2.25437
C -1.82516 -1.97601 -3.01787
O -2.73452 -2.65134 -3.41547
N 1.24169 -2.79705 -0.78186
P 2.73022 -3.00507 -1.64566
C 2.56860 -2.37180 -3.36469
C 3.74653 -1.64879 -0.94850
C 5.08859 -1.54071 -1.68376
O 0.81651 -0.69712 -1.55782
C 0.38711 -0.00830 -2.54822
N 0.00944 0.63550 -3.41591
H -0.19200 2.21058 3.73061
H -1.76710 1.46042 3.47119
H -0.42759 1.20647 2.33980
H 0.75220 0.28778 4.62624
H -0.89255 -0.04778 5.02060
H -1.27150 -1.49526 3.22817
H 0.11807 -2.01110 4.12338
H 2.32403 -0.90437 3.49795
H 2.77721 -1.23752 1.85243
H 2.22639 0.78175 0.20661
H 2.64751 2.22258 1.15022
H 5.17971 2.42800 1.01836
H 5.88918 0.94415 0.40791
H 5.43231 1.85240 -1.61781
H 3.83796 1.17519 -1.36839
H 3.93260 3.59945 -0.23343
H -2.23459 -0.69668 -1.17394
H -1.08376 0.40720 -0.46965
H -3.64886 -0.58298 0.62927
H -2.39762 -0.34031 1.81962
H -2.06806 1.95567 0.83383
H -3.64400 1.77481 1.55275
H -4.33905 1.00804 -0.90118
H -2.87677 1.78790 -1.41408
H -0.76404 -3.70980 0.57526
H -1.53616 -2.71379 1.76885
H -3.01393 -2.79114 -0.84610
H -4.87137 -3.32777 0.69856
H -3.62737 -3.45048 2.10868
H -0.01190 -3.03212 -3.00826
H -1.12093 -3.50810 -1.79042
H -1.81345 -0.90631 -3.24475
H 0.88651 -3.72184 -0.59340
H 1.84842 -2.92386 -3.95904
H 3.54346 -2.57586 -3.80487
H 2.41348 -1.29761 -3.44852
H 3.92888 -1.85228 0.10061
H 3.20233 -0.71739 -1.08851
H 4.95804 -1.13292 -2.68202
H 5.75026 -0.86482 -1.14721
H 5.56600 -2.51606 -1.75878

***

A cluster of 2 separate species, C5H10F3O2 in total in a non-equilibrium geometry, computed with the ωB97M-V functional and the def2-TZVPD basis.

Charge = 0
Spin multiplicity = 2
Energy above the lowest of the compared OMol25 structures with the same formula, charge and spin = 0.0 kJ/mol
Orbital gap (alpha / beta) = 10.8 / 8.4 eV
HOMO level (alpha / beta) = -9.97 / -9.97 eV
Energy = -646.4929 Eh

Cartesian coordinates (Å):
C -0.94876 1.79293 1.22162
F -2.09156 2.22964 0.66782
F -0.07880 2.81039 1.16304
F -1.20576 1.58569 2.52490
C 0.20951 -2.78182 1.91575
O 0.22307 -2.32264 0.63625
C -0.41275 0.44814 0.53540
C -0.28814 0.54539 -0.97486
O 1.05138 0.42494 -1.37391
C 1.24160 0.67049 -2.74398
H -0.75857 -2.61743 2.42162
H 0.35014 -3.88457 1.83512
H 1.05351 -2.39798 2.51667
H 0.58013 0.31305 0.98638
H -1.22224 -0.26022 0.76014
H -0.71105 1.49932 -1.33815
H -0.89976 -0.25831 -1.42067
H 0.94223 1.69986 -3.01011
H 2.30826 0.53924 -2.96283
H 0.65756 -0.03610 -3.36019